1.
21
Properties=species:S:1:pos:R:3 method="wB97M-V/def2-TZVPD" largest_force_ev_per_a=1.73 e_tot_ev=-8943.0387 smiles=CC(C)[C@@H]([NH3+])CO gap_ha=0.439 lumo_energy_ev=-3.28 relative_energy_ev=0.969 total_charge=+1
C 0.081 -1.637 -0.799
C -0.718 -0.337 -0.668
C -2.111 -0.650 -0.103
C 0.009 0.741 0.124
N 0.333 0.220 1.558
C 1.340 1.202 -0.469
O 1.939 2.047 0.506
H -0.271 -2.250 -1.622
H 1.145 -1.521 -0.982
H 0.074 -2.181 0.156
H -0.805 0.040 -1.696
H -2.836 0.127 -0.329
H -2.022 -1.011 0.928
H -2.430 -1.572 -0.605
H -0.619 1.606 0.326
H -0.169 0.639 2.342
H 1.309 0.505 1.701
H 0.303 -0.791 1.682
H 1.974 0.379 -0.785
H 0.951 1.789 -1.306
H 2.522 2.655 0.042

---

2.
11
Properties=species:S:1:pos:R:3 method="wB97M-V/def2-TZVPD" largest_force_ev_per_a=3.24 e_tot_ev=-34998.1457 multiplicity=4 gap_ha="0.288 / 0.265" lumo_energy_ev="-0.13 / -0.70" relative_energy_ev=6.230
H -1.058 -2.016 -1.417
O 0.080 -1.152 -0.800
C 1.747 -0.657 -0.657
C 0.969 -0.281 0.466
O 0.774 1.047 0.734
C -0.485 1.564 1.115
O -1.438 0.845 0.736
V -1.609 -0.349 -0.759
H 2.056 0.101 -1.379
H 2.293 -1.600 -0.643
H 0.802 -0.936 1.325

---

3.
96
Properties=species:S:1:pos:R:3 method="wB97M-V/def2-TZVPD" largest_force_ev_per_a=8.00 e_tot_ev=-54095.7691 smiles="CNC(C)=O.CNC(C)=O.CNC(C)=O.CNC(C)=O.CNC(C)=O.CNC(C)=O.CNC(C)=O.CNC(C)=O" gap_ha=0.348 lumo_energy_ev=0.39 relative_energy_ev=6.163
C 4.832 -9.806 -0.159
N 5.048 -10.877 -1.116
C 4.204 -11.837 -1.554
C 4.856 -12.985 -2.312
O 2.940 -11.704 -1.413
H 5.242 -8.900 -0.605
H 5.373 -10.063 0.752
H 3.777 -9.592 0.010
H 5.980 -10.748 -1.483
H 4.506 -13.011 -3.344
H 4.765 -14.015 -1.966
H 5.910 -12.707 -2.340
C -4.782 9.995 6.419
N -3.409 9.582 5.938
C -3.073 8.377 5.611
C -1.648 8.223 5.133
O -3.853 7.398 5.636
H -5.507 10.396 5.711
H -4.699 10.832 7.113
H -5.135 9.063 6.861
H -2.821 10.285 5.515
H -1.483 8.012 4.077
H -1.165 7.453 5.735
H -1.112 9.121 5.441
C 7.583 3.700 -1.183
N 6.862 2.500 -1.673
C 7.232 1.789 -2.734
C 6.351 0.645 -3.092
O 8.189 1.945 -3.462
H 8.256 3.346 -0.402
H 6.993 4.559 -0.864
H 8.347 4.010 -1.896
H 5.964 2.261 -1.278
H 5.674 0.388 -2.277
H 6.895 -0.197 -3.519
H 5.679 0.958 -3.892
C -2.039 0.448 2.609
N -1.691 -0.770 1.924
C -0.690 -0.998 0.991
C -0.623 -2.309 0.327
O 0.203 -0.220 0.920
H -1.408 0.664 3.471
H -2.958 0.454 3.196
H -2.063 1.324 1.961
H -2.479 -1.399 1.981
H 0.420 -2.603 0.448
H -0.757 -2.242 -0.752
H -1.295 -3.082 0.699
C -3.376 2.886 -8.950
N -2.665 2.983 -7.679
C -1.587 2.340 -7.399
C -1.187 2.426 -5.970
O -0.793 1.864 -8.211
H -4.237 2.232 -8.814
H -2.887 2.393 -9.790
H -3.713 3.803 -9.432
H -2.838 3.566 -6.873
H -1.965 2.365 -5.208
H -0.593 3.291 -5.674
H -0.664 1.485 -5.801
C 1.936 -3.462 -10.964
N 1.862 -3.819 -9.518
C 2.573 -4.739 -8.990
C 2.584 -4.814 -7.457
O 3.248 -5.669 -9.589
H 2.259 -2.433 -11.124
H 0.989 -3.689 -11.455
H 2.625 -4.087 -11.533
H 1.492 -3.044 -8.987
H 2.384 -3.812 -7.078
H 3.550 -5.100 -7.042
H 1.798 -5.515 -7.174
C -7.279 -2.955 -1.084
N -7.209 -4.198 -0.487
C -6.844 -4.498 0.764
C -6.446 -5.961 1.014
O -6.626 -3.669 1.659
H -6.732 -2.852 -2.021
H -6.689 -2.192 -0.576
H -8.312 -2.635 -1.220
H -7.315 -4.967 -1.133
H -7.109 -6.487 1.701
H -5.466 -5.861 1.481
H -6.334 -6.502 0.074
C -0.454 8.666 13.784
N -0.027 7.464 13.062
C -0.862 6.462 12.767
C -0.420 5.211 12.053
O -2.041 6.627 13.121
H 0.300 8.954 14.517
H -1.388 8.605 14.342
H -0.742 9.611 13.324
H 0.909 7.246 12.748
H -0.852 5.315 11.057
H -0.915 4.393 12.576
H 0.665 5.104 12.027

---

4.
14
Properties=species:S:1:pos:R:3 method="wB97M-V/def2-TZVPD" largest_force_ev_per_a=1.48 e_tot_ev=-7341.5788 smiles=C.O.O.O gap_ha=0.399 lumo_energy_ev=0.31 relative_energy_ev=0.478
C 2.103 -0.031 -1.585
H 1.702 0.212 -0.572
H 2.340 -1.099 -1.611
H 2.988 0.557 -1.721
H 1.377 0.108 -2.368
O -0.362 -0.479 1.231
H -0.956 -0.219 1.945
H -0.446 0.305 0.665
O -0.653 2.053 1.288
H -1.184 2.844 1.254
H 0.162 2.254 1.770
O -1.159 -1.774 -1.069
H -0.485 -1.189 -1.436
H -0.877 -1.799 -0.134

---

5.
60
Properties=species:S:1:pos:R:3 method="wB97M-V/def2-TZVPD" largest_force_ev_per_a=2.55 e_tot_ev=-66168.4836 multiplicity=2 gap_ha="0.165 / 0.167" lumo_energy_ev="-3.02 / -3.03" relative_energy_ev=2.909
Pd 0.236 -0.004 0.222
C 3.341 1.371 0.432
C 2.642 2.687 0.241
C 3.178 3.841 0.795
C 2.621 5.084 0.533
C 1.516 5.183 -0.291
C 0.931 4.054 -0.848
C -0.277 4.180 -1.726
C 1.489 2.787 -0.581
N 0.907 1.633 -1.119
C 0.878 1.458 -2.451
O 1.358 2.220 -3.287
C 0.253 0.162 -2.858
C 0.131 -0.179 -4.194
C -0.405 -1.416 -4.519
C -0.800 -2.262 -3.495
C -0.669 -1.836 -2.185
N -0.145 -0.647 -1.882
C -1.112 -2.691 -1.036
O -1.590 -3.805 -1.211
N -1.030 -2.041 0.139
C -1.306 -2.534 1.366
C -0.641 -3.652 1.935
C 0.332 -4.444 1.122
C -0.897 -3.962 3.256
C -1.818 -3.244 4.028
C -2.512 -2.194 3.478
C -2.248 -1.787 2.161
C -3.052 -0.722 1.467
H 4.027 1.425 1.277
H 3.910 1.127 -0.467
H 2.646 0.550 0.616
H 4.057 3.768 1.425
H 3.056 5.973 0.972
H 1.100 6.159 -0.513
H -0.751 5.153 -1.596
H -1.004 3.394 -1.511
H 0.025 4.079 -2.769
H 0.470 0.529 -4.937
H -0.495 -1.720 -5.553
H -1.211 -3.244 -3.683
H 1.069 -3.784 0.659
H -0.202 -4.953 0.319
H 0.840 -5.180 1.742
H -0.365 -4.792 3.703
H -1.991 -3.525 5.058
H -3.251 -1.668 4.070
H -3.747 -0.237 2.150
H -3.634 -1.174 0.662
H -2.400 0.025 1.001
C -1.980 1.124 3.713
S -0.421 -0.266 3.066
O 0.266 1.880 1.959
O -0.032 -0.452 4.438
O 0.649 -0.811 2.182
H -1.385 1.744 4.369
H -2.580 0.383 4.222
H -2.430 1.616 2.863
S -0.447 4.482 2.200
C 0.034 3.024 1.999

---

6.
19
Properties=species:S:1:pos:R:3 method="wB97M-V/def2-TZVPD" largest_force_ev_per_a=0.61 e_tot_ev=-7452.0268 smiles=CC1CC2(CC2)C1 gap_ha=0.399 lumo_energy_ev=1.16 relative_energy_ev=1.405
C -2.514 0.327 0.158
C -1.232 -0.483 0.037
C -0.242 -0.055 -1.086
C 0.870 -0.022 -0.037
C 2.213 -0.667 -0.190
C 2.101 0.789 0.180
C -0.126 -0.200 1.098
H -3.196 0.161 -0.685
H -2.282 1.399 0.187
H -3.053 0.076 1.079
H -1.455 -1.555 -0.009
H -0.091 -0.784 -1.891
H -0.491 0.916 -1.529
H 2.475 -0.917 -1.219
H 2.599 -1.369 0.543
H 2.449 1.590 -0.469
H 2.180 0.975 1.255
H -0.301 0.755 1.616
H 0.096 -0.972 1.843

---

7.
16
Properties=species:S:1:pos:R:3 method="wB97M-V/def2-TZVPD" largest_force_ev_per_a=6.22 e_tot_ev=-14296.2736 gap_ha=0.318 lumo_energy_ev=-4.73 relative_energy_ev=3.822 total_charge=+1
C 2.057 1.273 0.458
N 1.004 0.989 1.042
C -0.008 1.328 1.773
N -1.150 0.741 1.625
C -1.518 -0.067 0.831
N -2.438 -0.774 0.468
N -2.829 -1.519 -0.538
C -1.893 -1.835 -1.374
C -0.588 -1.263 -1.184
C 0.335 -0.501 -1.009
O 1.632 -0.094 -1.238
H 3.020 0.754 0.819
H 2.129 2.113 -0.307
H 0.069 2.011 2.564
H -2.043 -2.595 -2.105
H 2.217 -0.560 -1.824

---

8.
36
Properties=species:S:1:pos:R:3 method="wB97M-V/def2-TZVPD" largest_force_ev_per_a=1.17 e_tot_ev=-143916.7213 multiplicity=2 gap_ha="0.253 / 0.283" lumo_energy_ev="-1.79 / -1.80" relative_energy_ev=0.203
Cu 0.924 -0.544 -1.561
O -3.608 -1.415 3.884
N -3.181 -0.282 3.802
O -3.389 0.586 4.615
C -2.195 0.020 2.715
C -1.683 1.258 2.753
C -0.750 1.702 1.761
C -0.172 2.984 1.775
C 0.708 3.326 0.785
C 0.975 2.393 -0.231
N 0.434 1.197 -0.261
C -0.391 0.836 0.738
C -0.903 -0.525 0.737
N -0.430 -1.339 -0.237
C -0.865 -2.580 -0.312
C -1.792 -3.093 0.597
C -2.260 -2.296 1.605
C -1.818 -0.957 1.706
H -1.994 1.930 3.541
H -0.424 3.677 2.569
H 1.189 4.293 0.766
H 1.640 2.636 -1.051
H -0.459 -3.179 -1.118
H -2.124 -4.117 0.505
H -2.961 -2.687 2.320
N 0.361 0.980 -3.832
C 1.311 0.587 -3.111
H 0.657 1.600 -4.592
O 1.277 -2.458 -2.738
H 1.458 -2.141 -3.634
H 2.171 -2.682 -2.430
O 5.017 0.991 -2.158
Se 3.779 -0.013 -2.357
O 2.618 0.989 -3.292
O 2.921 -0.341 -0.982
O 3.959 -1.333 -3.278

---

9.
16
Properties=species:S:1:pos:R:3 method="wB97M-V/def2-TZVPD" largest_force_ev_per_a=6.30 e_tot_ev=-7733.2636 gap_ha=0.327 lumo_energy_ev=-4.12 relative_energy_ev=5.001 total_charge=+1
C 0.954 -2.084 0.660
C -0.427 -1.385 0.614
C 0.824 -0.757 0.156
N 1.376 0.261 -0.366
N -1.032 1.305 0.162
N -0.724 1.853 -1.070
H 1.253 -2.473 1.709
H 1.222 -2.888 -0.007
H -1.132 -1.585 -0.231
H -0.774 -0.967 1.614
H -2.043 1.126 0.372
H -0.908 2.839 -1.301
H -0.755 2.137 0.732
H -1.184 1.159 -1.871
H 0.972 1.158 -0.728
H 2.379 0.301 -0.446

---

10.
16
Properties=species:S:1:pos:R:3 method="wB97M-V/def2-TZVPD" largest_force_ev_per_a=0.57 e_tot_ev=-7391.8686 gap_ha=0.347 lumo_energy_ev=1.09 relative_energy_ev=2.897
C 0.753 2.167 1.456
O 0.446 0.778 1.278
C 1.161 0.157 0.373
C 0.596 -1.232 0.212
C -0.110 -1.237 -1.161
C -1.474 -0.550 -1.125
H 1.136 2.317 2.468
H -0.179 2.723 1.328
H 1.493 2.462 0.709
H 0.544 -0.728 -1.879
H -0.099 -1.535 1.009
H 1.438 -1.935 0.181
H -0.223 -2.269 -1.512
H -1.905 -0.473 -2.129
H -1.400 0.463 -0.712
H -2.178 -1.108 -0.497

---

11.
19
Properties=species:S:1:pos:R:3 method="wB97M-V/def2-TZVPD" largest_force_ev_per_a=7.07 e_tot_ev=-14336.9215 smiles="O=[N+](O)NC=C1NCCN1" gap_ha=0.324 lumo_energy_ev=-4.17 relative_energy_ev=5.282 total_charge=+1
O -1.010 -0.394 3.908
N -0.651 -0.173 2.807
O 0.478 -0.670 2.340
N -1.342 0.545 1.951
C -1.063 1.248 0.555
C -0.393 0.516 -0.360
N 0.104 1.000 -1.570
C 0.816 -0.115 -2.301
C 1.230 -0.943 -1.123
N 0.145 -0.804 -0.191
H 0.355 -0.787 1.173
H -2.264 0.923 2.392
H -1.372 2.184 0.365
H 0.013 1.889 -1.888
H 1.664 0.437 -2.839
H 0.159 -0.709 -2.837
H 1.511 -1.997 -1.569
H 2.128 -0.492 -0.644
H -0.506 -1.657 -0.171

---

12.
24
Properties=species:S:1:pos:R:3 method="wB97M-V/def2-TZVPD" largest_force_ev_per_a=2.34 e_tot_ev=-10471.3601 smiles=CC(C)NCCN.O gap_ha=0.365 lumo_energy_ev=0.85 relative_energy_ev=1.162
C 1.338 1.865 0.156
C -0.016 1.219 -0.021
C -1.076 2.156 0.579
N -0.214 -0.079 0.599
C 0.930 -1.026 0.634
C 1.238 -1.734 -0.649
N 0.326 -2.910 -0.869
H 1.456 2.421 1.089
H 2.241 1.271 0.003
H 1.519 2.645 -0.603
H -0.310 1.193 -1.077
H -2.117 1.852 0.635
H -0.777 2.502 1.576
H -1.162 3.123 0.058
H -0.306 0.057 1.605
H 1.880 -0.668 1.041
H 0.625 -1.741 1.409
H 2.225 -2.195 -0.594
H 1.166 -1.125 -1.542
H -0.152 -3.056 0.011
H -0.335 -2.818 -1.631
O -3.144 -1.213 -0.871
H -2.989 -0.610 -0.109
H -2.344 -1.128 -1.426